The following is a DFT calculation (ωB97M-V/def2-TZVPD) of an isolated molecule of C9H16O2Si in a non-equilibrium geometry.

Summary:
Lowest unoccupied orbital energy (eV): 0.40
Frontier orbital gap (eV): 9.050
ΔE to the lowest compared entry with this formula, charge and spin (kJ/mol): 250.9

Last column: Mulliken charge in e.
Cartesian coordinates (Å):
H: 1.23583 -3.39657 -0.85447  0.242
C: -0.16584 0.55793 1.57892  0.029
C: 0.16463 0.46423 0.29008  -0.083
H: -1.33463 -2.77378 -1.16743  0.319
H: -0.79365 -1.45147 1.68490  0.335
H: -0.81404 -3.11548 -2.73667  0.457
C: -0.52427 -0.62617 2.33731  -0.199
H: -0.14361 1.15094 -2.68328  0.277
H: 1.37533 1.86038 -2.59191  0.428
H: -2.31894 1.59519 2.46114  0.351
H: -0.23253 2.30829 -0.47981  0.247
C: 0.78544 1.19698 -2.10887  -0.664
H: -0.45524 1.34651 3.58095  0.232
H: -1.99424 3.25849 2.66356  0.285
H: -1.58323 -1.60522 -2.55113  0.310
H: 1.57618 2.02598 -0.36993  0.241
H: -1.67236 2.55004 0.98968  0.218
Si: 0.68846 -1.42547 -1.55464  0.505
H: 2.33786 -3.37192 -2.25629  0.326
C: 2.00506 -2.85143 -1.33517  -0.932
O: -0.50348 -0.82890 3.53415  -0.537
C: -0.90973 -2.33993 -2.10874  -1.119
C: 0.52548 1.57693 -0.59473  -0.026
C: -0.27888 1.79439 2.51921  -0.506
O: 1.34091 -0.05485 -2.32601  -0.443
H: 2.75485 -2.67268 -0.54695  0.333
C: -1.63562 2.30241 2.08199  -0.957
H: 0.57025 2.52521 2.54412  0.332